ORCA calculation (wB97M-V/def2-TZVPD) on a cluster of 2 separate species, C42H80B2FNO10P2S in total at a distorted geometry.

Total charge: 0
Total energy (eV): -100292.35433
Orbital gap (eV): 5.416

Geometry as XYZ:
```
139
Properties=species:S:1:pos:R:3:forces:R:3
C 1.952 -1.547 -1.505 0.5 0.8 0.8
C 2.276 -0.052 -0.957 -1.0 -1.4 1.0
C 0.944 0.848 -0.796 1.0 1.1 1.2
O 1.032 1.862 -0.061 -1.0 -2.9 -2.5
O -0.217 0.392 -1.456 2.9 1.8 0.8
C -0.974 1.477 -2.072 -2.4 0.8 -0.8
C -1.225 1.102 -3.633 -0.7 -1.1 0.1
C -1.458 2.393 -4.560 -1.8 -1.7 -0.1
O -0.297 3.261 -4.347 -1.6 0.3 0.3
N 0.867 2.588 -4.474 1.2 2.0 1.1
O 1.736 3.321 -4.066 -0.5 -1.6 -0.9
O -2.748 2.846 -4.113 2.7 0.9 0.1
B -3.840 2.583 -5.070 -0.6 0.5 -1.2
F -4.533 3.803 -5.577 1.2 -0.8 0.7
C -5.112 1.654 -4.607 -0.8 -0.7 0.4
B -5.472 1.720 -3.031 -0.8 -0.2 0.0
O -6.880 1.917 -2.655 1.9 1.1 0.0
O -4.543 1.576 -1.933 -1.0 1.0 -1.1
O -3.090 1.928 -6.182 1.9 -0.6 -1.1
C -1.660 2.204 -6.154 -1.4 -0.4 -0.3
C -0.710 1.206 -6.974 -0.8 -0.9 -0.6
C -1.033 -0.355 -6.764 -1.0 1.0 1.1
O 0.171 -1.105 -6.464 -1.1 -0.7 -1.6
C 0.615 -1.907 -7.589 2.1 -0.1 0.2
C 1.489 -3.136 -6.965 -0.6 1.6 0.3
O 1.234 -4.404 -7.670 -0.8 -0.4 3.3
C 0.829 -5.305 -6.604 -0.6 -2.1 1.3
C 1.966 -5.776 -5.619 -4.3 -1.2 0.5
C 1.543 -6.695 -4.454 -2.3 1.5 -2.8
C 0.031 -7.123 -4.319 0.0 1.4 -1.2
C -0.363 -8.052 -3.043 1.4 -0.5 -1.4
C 0.449 -9.449 -3.296 -0.8 0.0 0.8
C -1.913 -8.453 -3.004 0.4 -0.9 0.1
C 0.222 -7.450 -1.676 -0.9 -0.3 0.7
C -0.693 -6.345 -0.956 0.4 0.8 1.1
C 0.306 -5.526 0.047 0.5 -0.3 -1.4
C -1.876 -6.929 -0.038 -0.4 1.1 -0.6
C -1.331 -5.243 -1.931 0.1 0.1 0.2
C -1.063 -6.672 -5.311 4.2 1.2 -0.5
C -0.643 -5.748 -6.484 2.2 -1.1 2.3
P -1.569 3.796 -7.244 0.3 1.2 2.1
S -1.858 5.453 -6.263 0.1 0.3 -0.3
H 1.496 -2.145 -0.626 0.4 0.9 -1.6
H 1.250 -1.464 -2.399 1.1 -0.5 1.2
H 2.950 -2.056 -1.737 -1.5 0.7 0.0
H 2.662 -0.201 0.124 -0.5 0.5 -1.7
H 3.112 0.473 -1.526 -1.5 -0.5 0.5
H -0.533 2.518 -1.925 -0.1 -1.6 -0.2
H -2.005 1.490 -1.555 1.6 0.0 -0.9
H -2.226 0.521 -3.639 1.6 1.0 -0.2
H -0.436 0.369 -4.014 -0.7 1.2 0.6
H -4.952 0.578 -5.005 -0.2 1.5 0.8
H -6.037 2.068 -5.166 1.4 -0.8 0.8
H -7.209 2.765 -3.022 0.2 -1.0 -0.1
H -4.573 2.388 -1.375 -0.2 -1.1 -0.5
H -0.874 1.421 -8.102 0.3 -0.2 1.7
H 0.393 1.388 -6.748 -1.5 -0.1 -0.1
H -1.716 -0.440 -5.840 1.0 0.0 -1.4
H -1.637 -0.771 -7.646 1.1 0.5 1.2
H 1.387 -1.261 -8.166 -1.5 -1.0 0.4
H -0.229 -2.279 -8.259 1.1 0.5 1.0
H 2.601 -2.876 -6.994 -1.4 -0.5 -0.2
H 1.171 -3.180 -5.857 0.5 -0.1 -1.8
H 3.019 -5.377 -5.809 -1.7 -0.8 0.4
H 2.314 -7.054 -3.678 -1.4 0.6 -1.5
H 0.076 -10.168 -2.484 0.6 0.8 -1.1
H 0.178 -9.917 -4.306 0.6 0.9 1.4
H 1.577 -9.329 -3.139 -1.6 -0.1 -0.5
H -2.128 -9.253 -3.813 0.4 1.4 1.1
H -2.640 -7.592 -3.171 1.0 -1.2 0.5
H -2.095 -9.002 -2.002 0.1 1.1 -1.5
H 0.319 -8.340 -0.940 -0.2 1.3 -1.1
H 1.283 -7.022 -1.772 -1.6 -0.7 -0.3
H -0.213 -4.594 0.461 0.8 -1.5 -0.4
H 1.195 -5.199 -0.622 -1.4 -0.2 1.2
H 0.762 -6.203 0.849 -0.9 1.0 -0.9
H -1.608 -7.861 0.561 -0.4 1.2 -0.9
H -2.792 -7.066 -0.723 1.3 -0.3 1.3
H -2.178 -6.080 0.690 0.5 -1.4 -1.0
H -2.272 -5.591 -2.483 1.4 0.3 0.8
H -1.644 -4.353 -1.279 0.4 -1.2 -1.0
H -0.578 -4.877 -2.707 -1.0 -0.5 1.0
H -2.167 -6.969 -5.223 2.0 0.4 0.0
H -1.474 -5.423 -7.209 1.8 -0.3 1.1
H -0.220 3.855 -7.766 -0.9 -0.6 -0.3
H -2.571 3.672 -8.257 0.8 -0.7 0.1
C 2.486 1.073 3.112 -0.1 0.0 0.0
C 2.419 2.592 3.144 0.2 -0.1 -0.2
C 3.302 3.215 4.224 -0.2 0.3 -0.5
C 2.766 3.113 5.657 0.9 -0.7 0.2
P 1.497 4.254 6.168 0.2 0.7 -0.3
C 2.058 5.913 5.706 0.0 0.4 -0.4
C 3.455 6.410 6.087 0.4 0.0 0.2
C 3.705 6.812 7.544 0.0 0.0 0.1
C 2.670 7.757 8.138 0.1 0.0 0.1
C 1.377 4.291 7.944 0.1 -0.1 1.1
C 0.992 3.072 8.780 -0.2 -0.4 0.3
C -0.478 2.669 8.801 -0.2 -0.2 -0.1
C -1.466 3.815 8.972 0.0 -0.1 0.0
C -0.054 4.147 5.299 -1.2 0.4 -0.7
C -1.077 3.014 5.383 -0.3 -0.3 0.6
C -0.561 1.580 5.259 -0.4 -0.4 -0.1
C -0.899 0.938 3.917 0.2 -0.1 0.0
H 2.207 0.630 4.071 0.0 -0.1 0.0
H 1.816 0.683 2.346 0.0 0.0 0.0
H 3.497 0.742 2.875 0.0 0.0 0.0
H 1.385 2.918 3.259 0.0 0.0 -0.1
H 2.750 2.965 2.169 -0.1 0.0 0.1
H 3.465 4.265 3.971 0.1 0.0 0.1
H 4.287 2.739 4.187 -0.1 0.0 0.1
H 3.617 3.314 6.319 -0.2 0.1 0.2
H 2.480 2.084 5.886 -0.1 0.0 0.0
H 1.300 6.630 6.037 -0.1 -0.2 0.1
H 2.004 5.940 4.611 -0.1 -0.1 0.1
H 3.664 7.290 5.470 -0.1 -0.2 0.0
H 4.201 5.661 5.806 0.0 0.1 -0.1
H 4.684 7.301 7.593 -0.1 -0.1 -0.1
H 3.802 5.925 8.173 0.0 0.0 0.0
H 2.666 8.714 7.610 -0.1 -0.1 0.0
H 2.907 7.955 9.187 -0.1 0.0 -0.1
H 1.660 7.340 8.109 0.0 0.1 0.0
H 0.772 5.153 8.241 0.0 0.0 -0.2
H 2.390 4.520 8.280 0.1 0.2 -0.3
H 1.281 3.290 9.815 0.1 0.1 -0.2
H 1.593 2.213 8.468 0.0 0.0 0.1
H -0.632 1.958 9.618 0.1 0.0 0.0
H -0.709 2.108 7.898 -0.1 0.0 -0.1
H -1.349 4.293 9.948 0.0 0.0 -0.1
H -2.489 3.440 8.903 0.1 0.1 0.1
H -1.354 4.578 8.200 0.0 0.0 0.0
H 0.163 4.315 4.239 0.4 0.0 0.1
H -0.603 5.053 5.597 0.3 0.1 0.0
H -1.838 3.195 4.615 0.2 0.1 0.0
H -1.626 3.113 6.320 0.1 0.1 0.0
H -1.033 0.962 6.030 0.1 0.1 0.0
H 0.511 1.523 5.443 0.1 0.0 0.0
H -1.979 0.812 3.813 0.1 0.1 0.0
H -0.440 -0.052 3.849 -0.1 0.1 -0.1
H -0.543 1.542 3.080 0.0 -0.1 -0.1
```
Positions in Å, forces in eV/Å.



ORCA calculation (wB97M-V/def2-TZVPD) on a structure of composition C42H80BN2P2SiSn.

Energy above the lowest of the compared OMol25 structures with the same formula, charge and spin (kJ/mol): 0.0
Total charge: -1
Total energy (eV): -80797.81939
Orbital gap (eV): 5.269

Geometry as XYZ:
```
129
Properties=species:S:1:pos:R:3:forces:R:3
Sn 0.553 1.364 0.026 -0.6 0.2 0.3
C 2.733 -2.817 0.304 0.0 0.1 0.0
C 3.976 -1.922 0.207 0.0 0.2 0.0
C 4.612 -2.159 -1.164 0.0 0.1 0.1
C 4.945 -2.341 1.312 -0.1 0.2 -0.2
P 3.232 -0.144 0.164 0.6 -0.4 0.1
C 2.795 0.069 1.962 0.6 0.5 -0.1
N 1.554 -0.605 2.198 -0.1 -0.1 0.3
B 0.367 -0.497 1.397 0.1 0.6 -0.7
N -0.486 -1.554 1.874 -0.1 0.2 0.1
C -1.712 -2.028 1.288 -0.2 -0.3 -0.5
P -1.422 -3.165 -0.204 -0.7 -0.2 0.2
C -1.773 -4.917 0.532 0.2 0.2 -0.2
C -1.957 -5.919 -0.611 0.0 0.2 0.0
C -0.459 -5.258 1.248 -0.1 0.1 -0.1
C -2.931 -5.088 1.513 0.1 0.1 -0.2
C -2.914 -2.665 -1.312 0.3 -0.2 0.1
C -4.308 -2.980 -0.776 0.2 0.0 -0.1
C -2.795 -1.151 -1.522 0.1 -0.2 0.2
C -2.701 -3.332 -2.677 0.1 0.0 0.1
C 0.096 -2.131 2.980 0.4 -0.1 0.5
C -0.369 -3.063 3.894 -0.1 0.1 -0.1
C 0.436 -3.411 4.970 0.0 -0.1 0.2
C 1.681 -2.831 5.154 0.0 -0.1 0.1
C 2.159 -1.882 4.261 0.1 0.1 -0.1
C 1.372 -1.539 3.175 -0.3 -0.4 0.5
C 4.635 1.132 -0.067 0.0 -0.2 0.0
C 6.022 0.720 0.426 -0.2 0.0 -0.1
C 4.649 1.388 -1.576 0.0 -0.1 0.1
C 4.257 2.449 0.610 -0.1 -0.1 0.0
H 2.977 -3.839 0.008 0.1 -0.1 -0.1
H 1.939 -2.451 -0.346 -0.1 -0.1 -0.1
H 2.349 -2.851 1.319 -0.1 0.0 0.1
H 4.823 -3.220 -1.310 0.0 -0.1 0.0
H 5.549 -1.616 -1.273 0.1 0.0 -0.1
H 3.924 -1.837 -1.945 0.0 0.0 -0.2
H 5.127 -3.414 1.226 0.1 -0.1 0.0
H 4.526 -2.165 2.300 0.0 0.0 0.1
H 5.903 -1.833 1.243 0.1 0.0 0.0
H 2.681 1.136 2.163 0.1 0.0 0.0
H 3.590 -0.313 2.604 -0.1 0.0 0.1
H -2.242 -1.165 0.888 0.0 -0.2 0.1
H -2.339 -2.511 2.040 0.0 0.2 0.0
H -1.227 -5.745 -1.399 0.1 0.0 -0.1
H -2.957 -5.857 -1.036 -0.1 0.0 -0.1
H -1.819 -6.937 -0.241 0.0 -0.1 0.1
H 0.379 -5.219 0.552 0.1 0.0 0.0
H -0.504 -6.262 1.678 -0.1 -0.1 0.0
H -0.257 -4.555 2.051 0.1 0.0 0.0
H -3.892 -4.945 1.030 -0.2 0.0 0.0
H -2.863 -4.403 2.352 0.0 0.1 0.2
H -2.907 -6.099 1.921 0.0 -0.1 0.0
H -4.418 -2.640 0.252 -0.1 0.0 0.1
H -4.531 -4.045 -0.825 0.0 -0.1 0.1
H -5.050 -2.457 -1.384 -0.1 0.0 0.0
H -3.312 -0.602 -0.739 0.0 0.1 0.1
H -3.254 -0.869 -2.469 -0.1 0.0 -0.1
H -1.754 -0.837 -1.553 0.0 0.2 0.0
H -2.858 -4.407 -2.647 0.0 -0.1 0.0
H -1.685 -3.145 -3.026 0.0 0.0 -0.1
H -3.395 -2.919 -3.411 -0.1 0.1 0.0
H -1.357 -3.493 3.810 -0.1 -0.1 -0.1
H 0.076 -4.137 5.686 0.0 0.0 0.0
H 2.280 -3.100 6.013 0.0 0.0 0.0
H 3.114 -1.402 4.441 0.0 0.0 -0.1
H 6.419 -0.118 -0.143 0.1 -0.1 0.0
H 5.996 0.452 1.482 0.1 0.0 0.1
H 6.717 1.556 0.307 0.0 0.1 0.0
H 4.897 0.489 -2.132 0.0 -0.1 -0.1
H 5.372 2.162 -1.834 0.1 0.1 0.0
H 3.659 1.717 -1.884 -0.1 0.1 -0.2
H 4.339 2.389 1.693 0.0 0.0 0.1
H 3.243 2.733 0.344 -0.2 0.1 0.1
H 4.925 3.239 0.267 0.2 0.1 0.0
C -3.381 1.316 1.519 0.0 0.0 -0.1
C -2.856 2.722 1.784 0.0 -0.1 0.0
C -4.035 3.690 1.811 0.1 0.0 -0.1
C -2.254 2.674 3.186 0.1 0.1 -0.1
Si -1.457 3.092 0.448 0.0 0.2 0.1
C -0.397 4.633 1.102 -0.1 0.0 0.0
C 0.496 5.159 -0.019 -0.1 -0.1 -0.2
C -1.217 5.810 1.633 -0.1 -0.1 0.0
C 0.551 4.193 2.217 -0.1 -0.1 0.0
C -2.289 3.580 -1.259 -0.1 0.2 0.0
C -3.392 2.592 -1.625 0.0 -0.1 0.2
C -2.893 4.981 -1.315 0.1 0.0 0.1
C -1.257 3.463 -2.376 0.1 -0.1 0.1
H -4.052 0.989 2.316 -0.1 0.0 0.2
H -2.536 0.637 1.481 0.1 -0.2 0.0
H -3.921 1.258 0.580 -0.1 -0.1 -0.2
H -4.741 3.409 2.598 -0.1 -0.1 0.1
H -4.573 3.681 0.867 -0.1 0.1 -0.1
H -3.704 4.705 2.007 0.0 0.2 0.0
H -2.981 2.280 3.903 -0.1 -0.1 0.0
H -1.968 3.663 3.530 0.1 0.1 0.1
H -1.383 2.022 3.203 0.2 -0.1 0.1
H -0.085 5.593 -0.824 0.0 0.2 -0.2
H 1.102 4.358 -0.433 0.2 -0.1 -0.1
H 1.175 5.931 0.353 0.1 0.1 0.2
H -1.967 6.133 0.918 -0.1 0.1 -0.1
H -0.566 6.665 1.845 0.1 0.0 0.0
H -1.721 5.550 2.561 -0.1 0.0 0.1
H 1.227 3.420 1.863 0.2 -0.2 -0.1
H 0.023 3.805 3.077 0.0 -0.1 0.2
H 1.164 5.032 2.552 0.1 0.2 0.0
H -4.246 2.668 -0.956 -0.1 -0.1 0.0
H -3.003 1.580 -1.600 0.0 -0.3 0.0
H -3.748 2.789 -2.639 0.0 0.1 -0.2
H -3.622 5.140 -0.525 -0.1 0.1 0.1
H -3.400 5.129 -2.273 0.0 0.0 -0.1
H -2.120 5.739 -1.233 0.0 0.2 0.0
H -0.962 2.429 -2.497 0.1 -0.1 -0.1
H -0.361 4.032 -2.174 0.3 0.2 -0.1
H -1.675 3.811 -3.322 -0.2 0.1 -0.2
C 1.074 1.430 -5.032 0.0 -0.1 0.0
C 0.527 0.105 -4.480 0.1 0.1 -0.1
C -0.782 -0.262 -5.185 0.1 0.0 0.1
C 1.568 -1.003 -4.671 -0.1 0.1 0.0
C 0.292 0.289 -3.050 -0.1 -0.3 -0.2
C 0.139 0.503 -1.871 0.1 0.0 0.0
H 1.287 1.345 -6.098 0.0 0.0 -0.1
H 1.990 1.699 -4.509 0.1 0.0 0.0
H 0.353 2.229 -4.874 -0.1 0.1 0.0
H -0.613 -0.430 -6.247 0.0 0.0 -0.2
H -1.506 0.540 -5.063 -0.1 0.1 0.0
H -1.201 -1.164 -4.747 -0.1 -0.1 0.0
H 1.810 -1.135 -5.725 0.0 0.0 -0.1
H 1.192 -1.943 -4.270 0.0 -0.1 0.0
H 2.476 -0.744 -4.131 0.1 0.0 0.1
```
Positions in Å, forces in eV/Å.



ORCA calculation (wB97M-V/def2-TZVPD) on a cluster of 3 separate species, C42H80O9 in total at a distorted geometry.

Total charge: 0
Total energy (eV): -63273.61844
Orbital gap (eV): 8.085
SMILES: CCCCCCCCCCCCCCCCCCCCC1=C(CCOCC)C(=O)C=CC1=O.COCCOCCOC.COCCOCCOC

Geometry as XYZ:
```
131
Properties=species:S:1:pos:R:3:forces:R:3
C 0.511 6.849 2.700 -0.5 -0.1 0.4
C -0.797 7.567 2.301 0.8 0.1 -0.4
C -1.223 7.396 0.808 -0.7 0.6 1.1
C -2.758 7.162 0.698 0.2 -0.3 -1.4
C -3.191 5.829 0.036 -0.5 0.2 0.6
C -2.860 4.557 0.841 0.4 0.6 0.5
C -1.387 4.090 0.833 -0.5 -0.9 -0.8
C -0.722 3.975 -0.560 1.3 0.6 0.6
C 0.799 4.224 -0.373 -0.1 -0.5 -0.7
C 1.581 4.284 -1.707 0.1 0.7 0.8
C 1.794 5.732 -2.196 0.7 -0.5 0.3
C 2.709 5.805 -3.447 -0.9 0.6 -0.3
C 2.425 4.745 -4.537 0.2 -0.2 0.4
C 3.283 3.459 -4.454 -0.3 0.2 -0.1
C 4.795 3.712 -4.306 0.1 0.2 -0.1
C 5.689 2.808 -5.183 -0.6 0.2 -0.3
C 5.333 1.312 -5.174 1.1 0.2 0.4
C 5.780 0.555 -3.886 -0.6 -0.3 -0.6
C 4.645 -0.399 -3.471 0.4 -0.2 0.1
C 4.867 -1.170 -2.158 -0.7 0.7 -0.3
C 4.814 -0.378 -0.853 0.2 0.0 -0.4
C 4.994 -1.048 0.281 0.6 -0.8 0.8
C 5.206 -2.555 0.326 -0.4 0.6 0.6
C 3.809 -3.243 0.461 1.1 -0.6 -0.4
O 3.425 -3.503 1.795 -0.3 0.6 -0.5
C 2.365 -2.673 2.235 -0.7 -0.4 0.9
C 1.026 -2.897 1.521 0.5 0.9 -0.6
C 4.981 -0.385 1.638 -0.3 1.5 -1.9
O 5.091 -1.029 2.622 0.4 -1.5 2.3
C 4.801 1.091 1.718 0.2 -1.1 0.5
C 4.622 1.752 0.605 -0.1 0.6 -0.5
C 4.560 1.090 -0.746 0.2 -0.5 1.8
O 4.271 1.796 -1.656 -0.6 1.0 -1.9
H 0.313 5.835 3.068 0.1 0.1 -0.2
H 1.212 6.771 1.864 0.0 0.2 0.1
H 0.978 7.377 3.538 0.1 -0.1 -0.2
H -0.624 8.637 2.472 -0.2 -0.1 0.0
H -1.610 7.299 2.982 0.1 -0.2 -0.1
H -1.002 8.355 0.325 0.1 -0.2 -0.1
H -0.638 6.646 0.272 -0.1 -0.1 0.2
H -3.293 7.274 1.646 0.3 0.0 0.1
H -3.143 7.946 0.031 -0.1 -0.1 0.3
H -2.849 5.808 -1.004 0.1 -0.2 0.2
H -4.290 5.877 -0.011 0.2 0.0 -0.2
H -3.101 4.798 1.890 -0.1 -0.1 -0.2
H -3.537 3.735 0.580 0.2 0.1 -0.3
H -0.731 4.681 1.473 -0.3 0.2 0.0
H -1.378 3.072 1.253 0.1 0.2 0.1
H -1.059 4.718 -1.291 -0.3 -0.2 0.2
H -0.818 2.976 -1.000 -0.3 0.2 0.0
H 1.207 3.416 0.251 -0.1 0.1 0.0
H 0.997 5.157 0.169 -0.2 -0.1 0.0
H 1.085 3.689 -2.478 0.2 -0.2 0.2
H 2.587 3.909 -1.480 -0.2 -0.3 -0.5
H 2.347 6.230 -1.385 -0.3 0.1 -0.1
H 0.852 6.284 -2.307 0.0 -0.2 -0.2
H 2.513 6.782 -3.912 0.2 -0.1 0.1
H 3.753 5.840 -3.122 -0.1 -0.3 -0.2
H 1.370 4.452 -4.443 0.1 0.1 -0.2
H 2.520 5.193 -5.534 0.2 0.0 0.2
H 3.096 2.898 -5.380 0.0 0.1 0.1
H 2.896 2.846 -3.634 0.3 -0.1 -0.1
H 4.972 4.751 -4.622 0.2 -0.2 0.1
H 5.121 3.667 -3.261 -0.2 -0.1 -0.1
H 5.575 3.169 -6.216 0.0 -0.1 0.1
H 6.743 2.975 -4.930 -0.1 -0.2 0.1
H 5.868 0.856 -6.017 -0.3 0.0 0.0
H 4.263 1.177 -5.350 0.1 0.0 0.1
H 6.092 1.233 -3.088 -0.3 0.0 -0.1
H 6.652 -0.064 -4.136 0.0 0.1 0.1
H 4.561 -1.143 -4.276 0.0 0.0 0.2
H 3.679 0.116 -3.452 0.2 0.1 0.1
H 5.807 -1.731 -2.187 0.0 0.2 -0.1
H 4.068 -1.922 -2.090 0.2 0.0 0.0
H 5.833 -2.778 1.193 -0.3 -0.2 0.0
H 5.746 -2.921 -0.548 -0.3 0.1 0.0
H 3.867 -4.219 -0.038 -0.1 0.2 0.0
H 3.103 -2.611 -0.090 -0.2 -0.2 0.2
H 2.618 -1.604 2.223 0.1 -0.2 -0.3
H 2.219 -2.916 3.294 0.2 -0.1 -0.1
H 1.083 -2.416 0.534 -0.2 -0.2 0.1
H 0.265 -2.327 2.065 -0.1 -0.4 0.0
H 0.752 -3.942 1.364 0.0 0.1 0.4
H 4.817 1.555 2.698 0.0 -0.1 0.0
H 4.474 2.827 0.668 0.0 -0.1 -0.6
C -5.795 -3.376 2.139 0.1 0.0 -0.2
O -5.348 -2.827 0.916 0.0 0.2 0.2
C -6.347 -2.113 0.202 0.3 -0.2 -0.1
C -5.758 -0.891 -0.479 -0.1 0.1 -0.1
O -5.405 0.166 0.406 0.1 -0.1 -0.1
C -4.288 -0.048 1.259 0.0 0.2 0.2
C -2.945 -0.122 0.560 0.0 -0.3 0.1
O -2.798 -1.350 -0.134 -0.1 0.1 -0.4
C -2.051 -1.216 -1.325 0.0 -0.2 0.2
H -6.427 -4.252 1.958 -0.1 0.0 0.2
H -4.919 -3.683 2.710 0.0 -0.1 -0.1
H -6.341 -2.632 2.729 -0.1 0.0 0.0
H -7.159 -1.799 0.868 0.0 0.0 0.0
H -6.762 -2.785 -0.560 -0.2 0.1 -0.1
H -6.529 -0.472 -1.131 0.0 0.0 0.1
H -4.922 -1.163 -1.124 0.1 -0.2 0.1
H -4.450 -0.919 1.895 0.2 -0.1 -0.1
H -4.264 0.822 1.920 0.0 0.1 -0.1
H -2.145 -0.066 1.310 0.0 0.2 0.1
H -2.840 0.723 -0.130 0.0 0.0 0.0
H -2.422 -0.386 -1.936 0.1 0.0 0.0
H -2.162 -2.136 -1.897 0.0 0.0 0.1
H -0.990 -1.061 -1.093 0.0 0.1 -0.2
C -3.966 -11.155 3.195 0.1 0.1 -0.2
O -3.983 -9.918 2.516 0.0 0.1 0.4
C -5.218 -9.228 2.627 0.2 0.0 -0.2
C -5.008 -7.731 2.748 0.0 0.1 0.0
O -4.481 -7.303 3.998 0.1 0.0 0.0
C -3.123 -7.615 4.297 -0.1 0.0 0.1
C -2.100 -6.882 3.453 0.1 -0.3 -0.1
O -2.049 -7.415 2.139 -0.3 0.2 0.0
C -1.767 -6.444 1.155 0.1 -0.2 0.0
H -4.551 -11.905 2.652 -0.1 -0.1 0.1
H -2.930 -11.488 3.253 0.0 0.0 -0.1
H -4.347 -11.052 4.217 -0.1 0.0 0.0
H -5.787 -9.581 3.495 0.0 0.0 0.0
H -5.800 -9.435 1.720 -0.2 0.1 0.1
H -5.991 -7.257 2.673 0.0 0.0 0.1
H -4.416 -7.342 1.918 0.1 -0.2 0.0
H -2.956 -8.693 4.281 0.1 0.0 -0.2
H -2.982 -7.293 5.333 -0.1 0.1 0.0
H -1.106 -7.008 3.902 0.0 0.2 0.2
H -2.347 -5.815 3.433 0.0 0.0 0.0
H -2.410 -5.564 1.268 0.1 0.1 0.0
H -1.969 -6.889 0.182 0.1 -0.1 0.0
H -0.713 -6.144 1.200 0.0 0.1 -0.1
```
Positions in Å, forces in eV/Å.